85
Properties=species:S:1:pos:R:3:mulliken_charge:R:1 method="wB97M-V/def2-TZVPD" total_charge=+2 orbital_gap_ev="4.3 / 4.1" lumo_ev="-6.25 / -8.69" multiplicity=4 s2=3.7885
Tc -0.653 -0.098 -1.547 -0.138
C 1.101 -1.885 -0.616 -0.334
C 0.009 -2.062 0.256 2.453
C -0.862 -2.039 -1.889 -0.005
C 0.586 -1.921 -1.954 0.622
C -1.220 -1.933 -0.475 0.808
C 2.551 -1.941 -0.248 -1.878
H 2.742 -1.505 0.751 0.376
H 3.163 -1.346 -0.947 0.162
H 2.846 -3.000 -0.314 0.639
C 1.293 -2.169 -3.212 -1.858
H 2.312 -2.463 -3.049 0.456
H 1.299 -1.311 -3.876 0.218
H 0.782 -2.949 -3.750 0.349
C -1.766 -2.436 -2.988 -1.600
H -1.291 -3.328 -3.368 0.566
H -1.781 -1.672 -3.771 0.125
H -2.757 -2.656 -2.623 0.291
C -2.564 -2.170 0.136 -1.601
H -2.564 -2.201 1.232 0.570
H -2.967 -3.110 -0.255 0.393
H -3.214 -1.372 -0.177 0.044
C 0.140 -2.608 1.658 -1.226
H 0.616 -3.715 1.860 0.264
H -0.847 -3.044 1.828 0.578
H 1.216 -3.162 1.579 0.212
C 1.160 2.312 -0.274 0.394
C 1.815 1.471 0.571 0.319
C 1.308 1.158 1.945 -0.998
C -0.243 1.163 2.250 -1.955
C -1.210 0.471 1.420 0.264
C -1.700 1.044 0.241 -1.089
C -1.490 2.547 0.058 -0.256
C -0.061 3.158 0.030 -1.854
H 1.687 1.960 2.600 0.552
H -0.540 2.230 2.273 0.999
H 1.702 0.237 2.366 0.201
H 0.076 3.719 0.964 0.462
H 1.449 2.392 -1.338 -0.818
H 2.626 0.807 0.266 0.422
H -0.080 3.899 -0.801 0.521
H -1.929 2.838 -0.889 -0.643
H -2.738 0.722 -0.020 1.086
H -2.097 3.110 0.784 0.485
H -0.345 0.691 3.251 0.243
H -1.613 -0.452 1.801 1.266
P 2.638 0.861 -2.682 0.919
C 3.918 0.191 -3.875 -1.486
H 4.568 0.987 -4.246 0.496
H 3.440 -0.218 -4.782 0.410
H 4.570 -0.565 -3.413 0.373
C 2.168 2.262 -3.790 -1.420
H 3.039 2.750 -4.230 0.425
H 1.583 3.012 -3.259 0.383
H 1.610 1.864 -4.637 0.394
C 3.901 1.866 -1.769 -1.441
H 4.562 2.428 -2.429 0.498
H 4.550 1.212 -1.180 0.396
H 3.436 2.580 -1.091 0.427
P -2.673 0.900 -2.357 1.427
C -4.194 -0.033 -1.781 -1.716
H -5.089 0.390 -2.241 0.596
H -4.351 0.038 -0.700 0.536
H -4.167 -1.070 -2.113 0.351
C -3.598 2.538 -2.007 -1.754
H -4.540 2.591 -2.543 0.565
H -3.026 3.386 -2.371 0.460
H -3.842 2.667 -0.953 0.448
C -3.049 0.969 -4.146 -1.200
H -4.002 1.468 -4.325 0.458
H -3.139 -0.026 -4.599 0.403
H -2.285 1.588 -4.639 0.419
C 0.317 -1.730 2.848 0.365
C 0.527 -1.402 4.007 -0.193
C 0.600 -1.114 5.445 0.495
C -0.590 -0.865 6.178 -0.121
C -0.562 -0.660 7.556 -0.701
C 0.680 -0.662 8.200 -0.306
C 1.897 -0.837 7.520 -0.604
C 1.850 -1.037 6.126 -0.415
H -1.530 -0.828 5.604 0.389
H -1.503 -0.476 8.086 0.418
H 0.710 -0.502 9.296 0.377
H 2.859 -0.789 8.016 0.438
H 2.772 -1.116 5.535 0.400

***

17
Properties=species:S:1:pos:R:3:mulliken_charge:R:1 method="wB97M-V/def2-TZVPD" orbital_gap_ev=10.4 smiles=NCO.O.O.O lumo_ev=0.31
N 1.372 -0.670 -3.347 -0.507
C 0.585 0.500 -2.896 -0.275
O 0.942 0.649 -1.519 -0.581
H 2.307 -0.513 -3.685 0.200
H 0.753 -1.175 -3.963 0.210
H 0.691 1.361 -3.556 0.277
H -0.420 0.121 -3.005 0.297
H 0.162 1.078 -1.136 0.293
H -1.619 0.176 4.921 0.315
H -1.831 1.052 3.735 0.302
O -2.235 0.825 4.575 -0.629
H 1.248 -0.275 0.191 0.453
H 1.888 -1.567 0.885 0.301
O 1.398 -0.766 1.013 -0.649
H -0.833 -0.221 1.233 0.307
H -2.111 -0.793 0.697 0.298
O -1.731 -0.439 1.520 -0.612

***

46
Properties=species:S:1:pos:R:3:mulliken_charge:R:1 method="wB97M-V/def2-TZVPD" total_charge=+1 orbital_gap_ev="7.2 / 6.5" lumo_ev="-4.19 / -6.11" multiplicity=6 s2=8.7873
Ir 0.243 -1.008 -0.135 1.407
C -2.227 -3.082 -1.013 -1.470
C -2.719 -2.216 0.102 1.011
C -3.958 -2.439 0.696 -0.833
C -4.364 -1.659 1.757 -0.666
C -3.536 -0.639 2.205 -0.855
C -2.327 -0.448 1.569 0.748
N -1.933 -1.226 0.548 0.207
C -1.382 0.629 1.952 0.687
C -1.731 1.672 2.793 -0.835
C -0.809 2.674 3.032 -0.955
C 0.435 2.612 2.434 -0.822
C 0.736 1.538 1.608 0.670
N -0.169 0.579 1.382 -0.092
C 2.044 1.383 0.929 0.873
C 3.103 2.224 1.209 -0.847
C 4.324 1.977 0.603 -0.714
C 4.444 0.888 -0.229 -0.853
C 3.346 0.066 -0.479 1.027
C 3.523 -1.144 -1.339 -1.559
N 2.153 0.347 0.076 0.329
H -3.051 -3.635 -1.458 0.468
H -1.496 -3.799 -0.637 0.293
H -1.753 -2.486 -1.792 0.194
H -4.582 -3.236 0.322 0.447
H -5.314 -1.838 2.239 0.452
H -3.827 -0.030 3.046 0.377
H -2.717 1.722 3.226 0.340
H -1.066 3.511 3.665 0.457
H 1.152 3.399 2.597 0.375
H 3.001 3.040 1.905 0.326
H 5.173 2.613 0.807 0.453
H 5.390 0.645 -0.690 0.424
H 4.583 -1.350 -1.471 0.452
H 3.088 -0.989 -2.324 0.245
H 3.059 -2.022 -0.891 0.262
S -0.786 1.522 -1.232 -0.070
C -0.609 1.431 -2.879 0.720
C -1.018 2.533 -3.708 -0.192
N -1.347 3.424 -4.349 -0.336
C -0.069 0.288 -3.480 0.706
S 0.416 -1.082 -2.635 -0.409
C 0.094 0.220 -4.903 -0.290
N 0.246 0.157 -6.038 -0.329
N 1.302 -3.910 0.640 -0.606
C 0.934 -2.856 0.343 -0.220

***

So what do the calculations give for ΔE to the lowest compared entry with this formula, charge and spin? Going down the list: 561.5, 115.1, 0.0 kJ/mol.